18 unconnected molecules or ions with the total composition C36H117N9O18. Source: OMol25; level of theory: wB97M-V/def2-TZVPD.

As for the orbital gap: 9.219 eV. As for the LUMO energy: 0.0133 Eh. Its total energy is -89491.9368 eV.

Bonds (Å) are listed after each position.
Element x y z (Å)
1 C 9.082 19.787 8.333  C2 1.525, H7 1.100, H8 1.113, H9 1.077
2 C 10.597 19.965 8.329  C1 1.525, C3 1.549, N6 1.451, H10 1.090
3 C 10.842 21.419 7.855  C2 1.549, O4 1.375, H11 1.093, H12 1.109
4 O 12.192 21.681 7.869  C3 1.375, C5 1.390
5 C 12.655 22.972 7.642  O4 1.390, H13 1.081, H14 1.117, H15 1.089
6 N 11.133 19.619 9.633  C2 1.451, H16 1.018, H17 1.042
7 H 8.758 20.509 9.098  C1 1.100
8 H 8.790 18.725 8.492  C1 1.113
9 H 8.743 20.118 7.365  C1 1.077
10 H 11.002 19.330 7.542  C2 1.090
11 H 10.276 22.145 8.443  C3 1.093
12 H 10.423 21.450 6.829  C3 1.109
13 H 13.434 22.952 6.893  C5 1.081
14 H 13.031 23.436 8.586  C5 1.117
15 H 11.879 23.582 7.183  C5 1.089
16 H 12.131 19.772 9.762  N6 1.018
17 H 10.667 20.178 10.378  N6 1.042
18 C 12.078 9.859 10.242  C19 1.549, H24 1.066, H25 1.075, H26 1.087
19 C 13.239 10.844 10.528  C18 1.549, C20 1.514, N23 1.443, H27 1.084
20 C 12.919 11.691 11.741  C19 1.514, O21 1.414, H28 1.091, H29 1.085
21 O 13.856 12.743 11.866  C20 1.414, C22 1.365
22 C 13.273 13.877 12.354  O21 1.365, H30 1.114, H31 1.094, H32 1.089
23 N 14.540 10.221 10.581  C19 1.443, H33 1.033, H34 1.002
24 H 12.013 9.189 11.068  C18 1.066
25 H 12.185 9.296 9.333  C18 1.075
26 H 11.156 10.435 10.233  C18 1.087
27 H 13.350 11.514 9.683  C19 1.084
28 H 12.875 11.065 12.633  C20 1.091
29 H 11.947 12.159 11.626  C20 1.085
30 H 12.875 13.710 13.381  C22 1.114
31 H 12.435 14.237 11.749  C22 1.094
32 H 14.094 14.582 12.475  C22 1.089
33 H 15.280 10.898 10.828  N23 1.033
34 H 14.475 9.507 11.282  N23 1.002
35 C 12.961 19.565 12.771  C36 1.535, H41 1.108, H42 1.111, H43 1.096
36 C 13.861 18.526 13.452  C35 1.535, C37 1.540, N40 1.487, H44 1.074
37 C 15.273 18.940 12.998  C36 1.540, O38 1.408, H45 1.097, H46 1.101
38 O 16.238 18.105 13.593  C37 1.408, C39 1.405
39 C 16.344 16.876 12.921  O38 1.405, H47 1.079, H48 1.108, H49 1.084
40 N 13.705 18.613 14.928  C36 1.487, H50 1.014, H51 1.032
41 H 12.954 19.305 11.694  C35 1.108
42 H 13.399 20.584 12.828  C35 1.111
43 H 11.923 19.575 13.126  C35 1.096
44 H 13.726 17.482 13.233  C36 1.074
45 H 15.479 19.968 13.323  C37 1.097
46 H 15.395 18.824 11.910  C37 1.101
47 H 16.477 16.947 11.852  C39 1.079
48 H 15.461 16.239 13.126  C39 1.108
49 H 17.268 16.459 13.304  C39 1.084
50 H 14.477 18.261 15.482  N40 1.014
51 H 13.677 19.580 15.288  N40 1.032
52 C 15.916 20.670 7.770  C53 1.572, H58 1.069, H59 1.092, H60 1.073
53 C 15.325 20.127 9.121  C52 1.572, C54 1.497, N57 1.521, H61 1.122
54 C 14.980 21.220 10.085  C53 1.497, O55 1.438, H62 1.093, H63 1.129
55 O 16.297 21.745 10.327  C54 1.438, C56 1.417
56 C 16.069 22.816 11.227  O55 1.417, H64 1.139, H65 1.107, H66 1.084
57 N 14.050 19.329 8.892  C53 1.521, H67 1.031, H68 1.005
58 H 16.017 19.853 7.088  C52 1.069
59 H 16.859 21.213 7.862  C52 1.092
60 H 15.193 21.317 7.311  C52 1.073
61 H 16.131 19.485 9.566  C53 1.122
62 H 14.535 20.894 11.028  C54 1.093
63 H 14.285 21.941 9.565  C54 1.129
64 H 15.567 22.455 12.184  C56 1.139
65 H 15.468 23.602 10.731  C56 1.107
66 H 17.027 23.267 11.458  C56 1.084
67 H 13.421 19.994 8.417  N57 1.031
68 H 14.127 18.560 8.251  N57 1.005
69 C 19.200 18.856 10.868  C70 1.555, H75 1.082, H76 1.127, H77 1.102
70 C 19.930 20.156 11.309  C69 1.555, C71 1.521, N74 1.449, H78 1.077
71 C 19.931 21.216 10.217  C70 1.521, O72 1.389, H79 1.139, H80 1.104
72 O 20.373 20.691 9.011  C71 1.389, C73 1.452
73 C 19.893 21.465 7.880  O72 1.452, H81 1.132, H82 1.069, H83 1.118
74 N 19.261 20.737 12.456  C70 1.449, H84 1.004, H85 1.050
75 H 18.278 19.073 10.346  C69 1.082
76 H 19.098 18.357 11.874  C69 1.127
77 H 19.847 18.151 10.323  C69 1.102
78 H 20.932 19.850 11.559  C70 1.077
79 H 20.479 22.184 10.465  C71 1.139
80 H 18.869 21.488 10.080  C71 1.104
81 H 20.441 20.969 7.022  C73 1.132
82 H 20.299 22.454 7.896  C73 1.069
83 H 18.777 21.420 7.854  C73 1.118
84 H 19.735 21.560 12.779  N74 1.004
85 H 18.255 20.954 12.249  N74 1.050
86 C 13.110 22.232 16.105  C87 1.508, H92 1.083, H93 1.109, H94 1.095
87 C 13.308 23.627 15.571  C86 1.508, C88 1.533, N91 1.497, H95 1.123
88 C 13.851 24.503 16.707  C87 1.533, O89 1.397, H96 1.163, H97 1.088
89 O 13.036 24.561 17.839  C88 1.397, C90 1.390
90 C 12.026 25.515 17.856  O89 1.390, H98 1.064, H99 1.101, H100 1.087
91 N 14.293 23.532 14.448  C87 1.497, H101 0.991, H102 1.011
92 H 12.414 22.336 16.929  C86 1.083
93 H 14.065 21.840 16.509  C86 1.109
94 H 12.708 21.548 15.350  C86 1.095
95 H 12.356 24.047 15.147  C87 1.123
96 H 14.007 25.575 16.284  C88 1.163
97 H 14.814 24.118 17.033  C88 1.088
98 H 11.773 25.563 18.889  C90 1.064
99 H 11.147 25.255 17.244  C90 1.101
100 H 12.389 26.488 17.537  C90 1.087
101 H 14.892 22.757 14.595  N91 0.991
102 H 14.897 24.334 14.336  N91 1.011
103 C 14.905 15.386 17.432  C104 1.493, H109 1.092, H110 1.084, H111 1.098
104 C 16.311 15.657 17.008  C103 1.493, C105 1.567, N108 1.521, H112 1.104
105 C 16.757 14.478 16.076  C104 1.567, O106 1.462, H113 1.092, H114 1.116
106 O 15.753 14.140 15.069  C105 1.462, C107 1.454
107 C 15.913 12.782 14.571  O106 1.454, H115 1.076, H116 1.071, H117 1.088
108 N 16.430 17.001 16.305  C104 1.521, H118 0.998, H119 1.035
109 H 14.508 16.036 18.215  C103 1.092
110 H 14.833 14.321 17.618  C103 1.084
111 H 14.278 15.586 16.553  C103 1.098
112 H 16.919 15.714 17.928  C104 1.104
113 H 16.819 13.576 16.688  C105 1.092
114 H 17.731 14.677 15.570  C105 1.116
115 H 16.749 12.750 13.894  C107 1.076
116 H 15.007 12.601 14.029  C107 1.071
117 H 16.018 12.067 15.385  C107 1.088
118 H 15.964 16.891 15.429  N108 0.998
119 H 17.435 17.130 16.094  N108 1.035
120 C 7.701 16.642 12.846  C121 1.535, H126 1.083, H127 1.095, H128 1.058
121 C 8.239 18.052 12.570  C120 1.535, C122 1.506, N125 1.473, H129 1.072
122 C 9.040 18.429 13.788  C121 1.506, O123 1.418, H130 1.072, H131 1.088
123 O 9.345 19.808 13.652  C122 1.418, C124 1.427
124 C 9.691 20.423 14.892  O123 1.427, H132 1.118, H133 1.104, H134 1.136
125 N 9.074 18.084 11.356  C121 1.473, H135 1.007, H136 1.043
126 H 7.096 16.724 13.740  C120 1.083
127 H 8.557 16.032 13.155  C120 1.095
128 H 7.244 16.288 11.960  C120 1.058
129 H 7.390 18.698 12.464  C121 1.072
130 H 9.921 17.853 13.990  C122 1.072
131 H 8.433 18.370 14.688  C122 1.088
132 H 9.092 20.098 15.778  C124 1.118
133 H 9.678 21.521 14.773  C124 1.104
134 H 10.757 20.133 15.155  C124 1.136
135 H 8.681 17.689 10.518  N125 1.007
136 H 9.519 18.979 11.060  N125 1.043
137 C 18.178 13.753 8.257  C138 1.522, H143 1.080, H144 1.129, H145 1.110
138 C 18.563 15.067 8.921  C137 1.522, C139 1.547, N142 1.458, H146 1.136
139 C 17.484 16.169 8.809  C138 1.547, O140 1.402, H147 1.072, H148 1.091
140 O 17.228 16.525 7.477  C139 1.402, C141 1.387
141 C 18.085 17.435 6.873  O140 1.387, H149 1.092, H150 1.086, H151 1.112
142 N 18.704 14.859 10.357  C138 1.458, H152 1.034, H153 0.978
143 H 17.880 13.957 7.239  C137 1.080
144 H 17.298 13.324 8.820  C137 1.129
145 H 19.050 13.068 8.300  C137 1.110
146 H 19.507 15.475 8.439  C138 1.136
147 H 17.852 17.002 9.373  C139 1.072
148 H 16.573 15.760 9.249  C139 1.091
149 H 18.135 18.372 7.431  C141 1.092
150 H 17.717 17.640 5.872  C141 1.086
151 H 19.123 17.083 6.684  C141 1.112
152 H 19.401 15.552 10.680  N142 1.034
153 H 19.069 13.988 10.611  N142 0.978
154 O 13.998 16.966 10.406  H155 0.976, H156 0.980
155 H 13.486 16.566 9.677  O154 0.976
156 H 13.996 17.917 10.171  O154 0.980
157 O 12.095 22.949 12.184  H158 0.978, H159 0.962
158 H 12.532 23.757 11.849  O157 0.978
159 H 12.741 22.682 12.845  O157 0.962
160 O 9.513 21.651 11.528  H161 0.970, H162 0.990
161 H 10.325 22.086 11.833  O160 0.970
162 H 9.071 21.132 12.246  O160 0.990
163 O 19.742 16.521 15.036  H164 0.980, H165 0.969
164 H 19.589 17.477 15.189  O163 0.980
165 H 20.613 16.169 15.275  O163 0.969
166 O 16.857 21.260 15.092  H167 0.954, H168 0.969
167 H 16.436 20.719 15.756  O166 0.954
168 H 17.575 20.698 14.764  O166 0.969
169 O 12.391 16.087 14.699  H170 0.972, H171 0.969
170 H 12.549 17.046 14.701  O169 0.972
171 H 12.035 15.875 13.823  O169 0.969
172 O 18.615 19.165 14.488  H173 1.008, H174 0.970
173 H 18.897 19.788 13.747  O172 1.008
174 H 17.844 18.763 14.058  O172 0.970
175 O 11.235 16.654 11.916  H176 0.991, H177 0.980
176 H 10.641 17.325 11.493  O175 0.991
177 H 12.099 16.735 11.461  O175 0.980
178 O 15.735 19.644 17.212  H179 0.951, H180 0.957
179 H 14.944 19.384 17.671  O178 0.951
180 H 16.192 18.825 17.022  O178 0.957